This record from the Open Molecules 2025 dataset describes a 2-piece molecular cluster, C24H18O overall in a non-equilibrium geometry. The level of theory is the ωB97M-V functional and the def2-TZVPD basis.

Cartesian coordinates (Å):
C  -3.267  1.375  2.217
C  -3.025  2.117  1.029
C  -1.621  2.330  0.909
C  -0.984  1.793  2.074
C  -2.022  1.159  2.884
C  -1.679  0.532  4.086
C  -0.344  0.535  4.502
C  0.648  1.189  3.743
C  0.335  1.820  2.536
H  -4.225  1.038  2.606
H  -3.786  2.458  0.330
H  -1.109  2.966  0.195
H  -2.456  0.040  4.673
H  -0.062  0.026  5.426
H  1.676  1.200  4.108
H  1.084  2.352  1.946
C  -0.341  -5.329  -1.558
C  -1.451  -4.479  -1.642
C  -1.275  -3.097  -1.671
C  0.020  -2.524  -1.612
C  0.198  -1.091  -1.591
O  1.504  -0.722  -1.519
C  1.847  0.617  -1.558
C  0.852  1.619  -1.594
C  1.306  2.964  -1.693
C  2.663  3.245  -1.680
C  3.616  2.216  -1.604
C  3.209  0.888  -1.561
C  -0.494  1.209  -1.510
C  -0.812  -0.137  -1.611
C  1.131  -3.399  -1.544
C  0.950  -4.779  -1.512
H  -0.479  -6.411  -1.533
H  -2.461  -4.891  -1.688
H  -2.132  -2.429  -1.738
H  0.554  3.751  -1.786
H  2.998  4.282  -1.729
H  4.680  2.453  -1.580
H  3.920  0.064  -1.523
H  -1.288  1.947  -1.567
H  -1.844  -0.473  -1.695
H  2.141  -2.995  -1.512
H  1.824  -5.430  -1.452

Results
HOMO (eV): -5.7
LUMO (eV): -1.92